# 1
ORCA calculation (wB97M-V/def2-TZVPD) on the molecule C3H4N2O.

SMILES: Nc1ccno1
Relative energy (zero: lowest compared OMol25 entry of this formula, charge and spin) in kJ/mol: 166.6
Molecular weight in g/mol: 84.08

```
10
C3H4N2O wB97M-V/def2-TZVPD
N -1.359 1.190 0.364
C -0.290 0.395 0.034
C 0.081 -0.875 0.373
C 1.345 -1.001 -0.258
N 1.699 0.069 -0.918
O 0.644 0.964 -0.732
H -1.529 1.956 -0.273
H -2.196 0.698 0.637
H -0.449 -1.592 0.980
H 2.021 -1.847 -0.246
```

=====

# 2
ORCA calculation (wB97M-V/def2-TZVPD) on the molecule C3H4N2O.

SMILES: N[C@]1(C=O)C=N1
Relative energy (zero: lowest compared OMol25 entry of this formula, charge and spin) in kJ/mol: 276.4
Molecular weight in g/mol: 84.08

```
10
C3H4N2O wB97M-V/def2-TZVPD
N 1.415 -0.235 -0.101
C 0.062 0.100 -0.072
C -0.423 1.401 0.288
N -0.748 0.630 1.224
C -0.836 -0.972 -0.576
O -0.497 -2.132 -0.559
H 1.586 -1.228 0.002
H 2.051 0.349 0.420
H -0.346 2.476 0.150
H -1.856 -0.651 -0.852
```

=====

# 3
ORCA calculation (wB97M-V/def2-TZVPD) on a cluster of 2 separate species, C3H4N2O in total at a distorted geometry.

Relative energy (zero: lowest compared OMol25 entry of this formula, charge and spin) in kJ/mol: 616.1
Molecular weight in g/mol: 84.08

```
10
C3H4N2O wB97M-V/def2-TZVPD
C 1.620 -0.049 0.081
C -0.696 -1.181 -0.547
C 0.447 -0.667 0.074
N 2.722 0.352 0.006
N -0.808 1.515 0.269
O -0.337 -1.393 0.871
H -1.600 -0.496 -0.474
H -0.598 -1.896 -1.341
H -0.078 2.074 -0.199
H -0.673 1.741 1.259
```

=====

# 4
ORCA calculation (wB97M-V/def2-TZVPD) on the molecule C3H4N2O at a distorted geometry.

SMILES: [H]/N=C/[C@H](O)C#N
Relative energy (zero: lowest compared OMol25 entry of this formula, charge and spin) in kJ/mol: 304.4
Molecular weight in g/mol: 84.08

```
10
C3H4N2O wB97M-V/def2-TZVPD
O 0.175 -1.840 -0.322
C 0.026 -0.465 -0.487
C -0.193 0.245 0.870
N -0.215 1.505 0.931
N 1.235 1.206 -1.990
C 0.890 0.309 -1.346
H -0.612 -2.132 0.167
H -0.295 -0.413 1.759
H -0.382 1.840 1.880
H -0.630 -0.255 -1.462
```

=====

Among the records above, which one has the highest relative energy (zero: lowest compared OMol25 entry of this formula, charge and spin)? number 3